The following is a DFT calculation (the ωB97M-V functional and the def2-TZVPD basis) of a structure of composition C23H21IrN4O5SSbSe4 in a non-equilibrium geometry.

Calculated values
HOMO energy (spin up / spin down)   0.08 / -1.64 eV
Net charge   -2
Gap between HOMO and LUMO (spin up / spin down)   3.713 / 2.932 eV
Relative energy (zero: lowest compared OMol25 entry of this formula, charge and spin)   186.6 kJ/mol
2S+1   6

Each line ends with the Mulliken spin population.
CARTESIAN COORDINATES (ANGSTROEM)
Ir -1.93318 0.50074 0.98743  1.328
C -0.90548 -2.74475 3.85148  0.003
C -1.52997 -1.87377 2.79970  0.026
N -0.80852 -1.23541 1.90648  0.407
N 0.54471 -1.13994 1.86877  -0.012
C 0.90502 -0.71318 0.68663  -0.007
O 0.10966 -0.59231 -0.29996  0.096
C 2.26673 -0.04673 0.48642  0.009
C 3.10424 -0.16027 1.72556  0.018
C 4.41607 -0.37809 1.69715  0.006
C 5.12719 -0.58709 0.44653  0.001
C 4.47473 -0.68988 -0.70693  0.002
C 2.97485 -0.65982 -0.81651  0.019
C -2.92235 -1.70721 2.66155  0.265
C -3.86860 -2.30682 3.52693  -0.064
C -5.20583 -2.12583 3.34216  0.116
C -5.64336 -1.32599 2.25321  0.141
C -4.70024 -0.75713 1.44269  -0.045
N -3.37183 -0.90432 1.59943  0.167
H 0.17134 -2.77096 3.69899  0.003
H -1.10224 -2.33927 4.84687  0.003
H -1.30074 -3.76226 3.80051  0.000
H 2.57510 0.04228 2.64735  -0.001
H 4.98269 -0.40289 2.62126  0.000
H 6.20851 -0.66240 0.47869  0.000
H 5.00916 -0.85145 -1.63699  0.000
H 2.62920 -1.69967 -0.86334  -0.003
H -3.49269 -2.89558 4.35377  0.014
H -5.92349 -2.57853 4.01537  0.017
H -6.69354 -1.16638 2.05680  0.014
H -5.00609 -0.16120 0.58963  0.012
Se -5.94381 1.52284 -3.82821  0.937
Sb -3.66785 0.67940 -3.69284  0.134
Se -2.29974 0.71553 -1.11046  0.283
Se -3.51171 -0.96433 -1.81828  0.136
Se -3.17607 -0.40992 -5.82724  0.813
C 1.50947 2.02616 -5.77638  -0.007
C 1.89553 1.32653 -4.50110  -0.010
C 2.78767 1.90420 -3.60891  -0.001
C 3.14919 1.24510 -2.44445  -0.002
C 2.60965 0.00000 -2.13285  -0.012
C 1.73337 -0.58821 -3.03805  0.009
C 1.38261 0.06388 -4.20697  0.008
S 0.56633 1.93305 -0.40074  0.012
O 0.85547 3.36096 -0.50936  0.007
O 1.93509 1.37780 0.40345  0.014
N -0.55478 1.86002 0.87323  0.053
C -0.27321 2.51846 2.12392  0.015
C -0.97148 1.76691 3.28156  -0.010
O -0.41838 1.72606 4.37194  0.010
O -2.12024 1.28156 2.96555  0.059
H 1.56710 3.10840 -5.65265  0.001
H 0.50060 1.75285 -6.08553  0.004
H 2.18456 1.73586 -6.58592  0.000
H 3.19779 2.88695 -3.81245  0.000
H 3.84322 1.70434 -1.75097  0.000
H 1.30054 -1.55497 -2.81481  -0.002
H 0.72078 -0.41421 -4.92050  0.006
H -0.69506 3.53407 2.14078  0.007
H 0.80235 2.59683 2.29061  0.003

Forces on atoms 1 to 6 (eV/Å):
-0.0449 -1.6000 5.4000
-0.0671 0.0551 -0.0439
0.4509 -0.1560 -0.1291
-0.6913 0.7353 -0.3453
0.5269 -0.3136 0.9384
-0.9082 0.0787 -1.0680

---

The following is a DFT calculation (the ωB97M-V functional and the def2-TZVPD basis) of a structure of composition C26H18Cl2N5O4PbS2 in a non-equilibrium geometry.

Calculated values
HOMO energy   -11.49 eV
Net charge   +1
Gap between HOMO and LUMO   8.317 eV
Relative energy (zero: lowest compared OMol25 entry of this formula, charge and spin)   14.9 kJ/mol

Each line ends with the natural charge from an NBO analysis.
CARTESIAN COORDINATES (ANGSTROEM)
Pb 17.77775 -7.27408 7.56812  1.479
O 18.81487 -4.65015 3.48917  -0.649
C 18.73027 -5.46981 4.52964  0.783
O 18.00079 -5.24551 5.48597  -0.626
C 19.68235 -6.64761 4.57516  0.078
C 20.22436 -7.05987 3.37328  -0.197
C 20.98540 -8.20906 3.41341  -0.139
C 21.25490 -8.76841 4.63696  -0.194
C 20.77661 -8.21863 5.81642  0.129
N 19.92994 -7.14826 5.80804  -0.435
C 21.24369 -8.79212 7.15738  0.762
O 22.36126 -9.13403 7.35398  -0.498
O 20.38666 -8.85026 8.19701  -0.394
H 18.15971 -3.91007 3.64096  0.520
H 20.05644 -6.47220 2.44863  0.256
H 21.39614 -8.50006 2.49095  0.235
H 21.87441 -9.62471 4.56005  0.251
Cl 18.15199 -8.50535 10.62141  0.052
C 18.07070 -10.07960 9.88828  -0.070
C 17.63523 -11.15498 10.59606  -0.242
C 17.72034 -12.48430 10.02309  -0.159
C 18.23207 -12.66485 8.74766  -0.246
C 18.69594 -11.53913 8.06463  -0.036
Cl 19.56568 -11.83233 6.57328  0.010
C 18.58247 -10.20380 8.51693  0.142
N 19.00155 -9.11090 7.73757  -0.696
H 17.26050 -11.12594 11.64023  0.250
H 17.28164 -13.28276 10.57113  0.231
H 18.21798 -13.61542 8.24810  0.245
S 14.02771 -10.29931 2.60857  0.335
C 15.27060 -9.34461 3.48407  -0.109
C 16.23038 -10.09507 4.15733  -0.220
C 17.05404 -9.40620 5.01731  0.054
N 16.92972 -8.10890 5.29273  -0.570
C 15.96942 -7.39279 4.65846  0.042
C 15.13964 -7.96969 3.72911  -0.279
C 13.29580 -9.16718 1.47509  -0.191
C 12.34746 -8.26398 1.90157  -0.259
C 11.61429 -7.56557 0.95034  0.040
N 11.81002 -7.66662 -0.37853  -0.377
C 12.75350 -8.48551 -0.80285  0.040
C 13.52560 -9.22781 0.08355  -0.230
H 16.35064 -11.19327 3.98887  0.246
H 17.86310 -9.89458 5.54786  0.228
H 15.89424 -6.36082 4.91044  0.221
H 14.41856 -7.39615 3.11641  0.248
H 12.30327 -8.08792 2.93630  0.219
H 10.87061 -6.84384 1.27110  0.207
H 12.98415 -8.55265 -1.84376  0.208
H 14.30395 -9.94355 -0.30956  0.234
S 13.21837 -9.00956 7.24023  0.490
C 14.05307 -10.44715 7.68343  -0.421
C 15.28540 -10.06769 8.06499  -0.053
N 15.60838 -8.73990 8.02552  -0.527
C 14.59846 -8.06478 7.57829  -0.150
H 13.49904 -11.36280 7.77352  0.268
H 16.06096 -10.71728 8.47882  0.237
H 14.66545 -6.98477 7.45259  0.232

Forces on atoms 1 to 6 (eV/Å):
0.0937 0.3132 -0.1694
-0.7770 0.4221 0.0274
0.0018 0.2745 2.1409
0.1518 -0.0552 -0.8867
-0.4373 1.2653 0.0639
-0.2348 0.3337 -0.1161

---

The following is a DFT calculation (the ωB97M-V functional and the def2-TZVPD basis) of a cluster of 2 separate species, C3H2F3O3P in total in a non-equilibrium geometry.

Calculated values
HOMO energy   -0.02 eV
Net charge   -2
Gap between HOMO and LUMO   6.488 eV
Relative energy (zero: lowest compared OMol25 entry of this formula, charge and spin)   188.0 kJ/mol

Each line ends with the natural charge from an NBO analysis.
CARTESIAN COORDINATES (ANGSTROEM)
C 1.44762 -1.95814 0.34459  -0.685
C 1.37766 -0.71505 -0.09106  0.278
C -0.52393 0.20343 -0.51348  0.475
O -0.60087 2.95383 -0.04335  -1.227
O -1.44682 1.49901 1.87832  -1.210
O -2.55578 1.38135 -0.47974  -1.199
F 2.49153 0.12876 0.01325  -0.414
F -1.23574 -0.88635 -0.68125  -0.371
F -0.21090 0.62268 -1.75362  -0.384
P -1.43855 1.74396 0.42313  2.362
H 2.23769 -2.50672 0.79618  0.167
H 0.45809 -2.46676 0.10704  0.207

Forces on atoms 1 to 6 (eV/Å):
-2.2927 -0.6251 -1.0348
-1.3833 2.0756 0.1352
2.8790 0.5099 0.1230
-0.8089 -1.1720 0.5926
-0.4961 -0.5827 1.3823
-2.1991 -0.0800 -0.3871

---

The following is a DFT calculation (the ωB97M-V functional and the def2-TZVPD basis) of an isolated molecule of C6H5BN2O3 in a non-equilibrium geometry.

Calculated values
HOMO energy (spin up / spin down)   -7.70 / -7.85 eV
Gap between HOMO and LUMO (spin up / spin down)   6.053 / 6.113 eV
Relative energy (zero: lowest compared OMol25 entry of this formula, charge and spin)   480.8 kJ/mol

Each line ends with the natural charge from an NBO analysis.
CARTESIAN COORDINATES (ANGSTROEM)
B -1.67575 -1.06747 -0.15610  1.066
C -1.09380 2.05095 0.32365  0.143
C 1.42150 1.65417 0.01147  -0.326
C 2.39801 0.64446 -0.05375  0.030
C -0.18212 -1.47432 -0.25611  -0.065
C 0.09770 1.46545 0.16417  -0.020
C 1.09066 -1.34466 -0.14060  0.432
N -2.22777 2.33404 0.31023  -0.328
N 2.20763 -0.69081 0.03545  -0.547
O 0.54485 -2.60868 0.30172  -0.501
O -2.25961 -0.41601 -1.18490  -0.909
O -2.34704 -1.59950 0.98814  -0.879
H 1.79386 2.63051 -0.10915  0.234
H 3.38059 1.02479 -0.33370  0.213
H 3.01907 -1.36050 0.36879  0.439
H -2.81555 0.35987 -1.00158  0.524
H -3.35223 -1.60229 0.73226  0.492

Forces on atoms 1 to 6 (eV/Å):
-0.4793 -1.1431 1.5130
-0.4575 -0.1514 -0.1958
-0.3291 -2.0052 0.1415
0.1727 1.7431 -0.5389
-1.2169 1.0729 -0.3829
0.3461 -0.3511 -0.1001

---

The following is a DFT calculation (the ωB97M-V functional and the def2-TZVPD basis) of a cluster of 2 separate species, C4H3Cl2O2 in total in a non-equilibrium geometry.

Calculated values
HOMO energy   -3.70 eV
Net charge   -1
Gap between HOMO and LUMO   7.316 eV
Relative energy (zero: lowest compared OMol25 entry of this formula, charge and spin)   290.2 kJ/mol

Each line ends with the natural charge from an NBO analysis.
CARTESIAN COORDINATES (ANGSTROEM)
C -2.96538 0.62451 0.75868  0.774
C -1.96139 0.15583 -0.09880  -0.257
C 2.18442 0.01233 0.71278  -0.446
C 0.97183 -0.48836 0.36151  -0.356
O -2.74678 1.37654 -0.37323  -0.518
O -3.59466 0.63058 1.75789  -0.560
Cl 2.46163 1.68042 0.92396  -0.069
Cl 0.92590 -2.27598 0.33370  -0.188
H -2.30734 -0.52087 -0.78321  0.167
H 3.19704 -0.57960 0.72531  0.164
H -0.83411 0.13049 0.03916  0.289

Forces on atoms 1 to 6 (eV/Å):
0.8197 0.6746 -0.5942
1.7819 -0.3399 0.3534
0.7412 -3.5064 -0.9801
1.1981 1.4342 0.7723
-1.0892 1.2184 1.3484
-0.7755 0.3772 0.2454

---

Question: relative energy (zero: lowest compared OMol25 entry of this formula, charge and spin) of number 1 (C23H21IrN4O5SSbSe4)?
Answer: 186.6 kJ/mol

---

Question: Which of these has the highest relative energy (zero: lowest compared OMol25 entry of this formula, charge and spin)?
Answer: C6H5BN2O3

---

Question: The lowest relative energy (zero: lowest compared OMol25 entry of this formula, charge and spin) belongs to which entry?
Answer: C26H18Cl2N5O4PbS2